1.
Below is a structure of composition C25H41BrN2P2Ru in a non-equilibrium geometry, with properties calculated with ωB97M-V/def2-TZVPD.

Properties
total charge = +4
orbital gap (alpha / beta) = 4.9 / 4.7 eV
highest occupied orbital energy (alpha / beta) = -19.333 / -19.941 eV
molar mass = 612.54 g mol⁻¹
multiplicity = 5
energy relative to the best compared isomer or geometry (same formula, charge and spin) = 132.6 kcal per mole
electronic energy = -120719.11211 eV
LUMO energy (alpha / beta) = -14.5 / -15.2 eV

Positions of all 72 atoms, in Å:
C  -5.25024  -2.64693  -2.57486
C  -4.68593  -1.36128  -2.73900
C  -5.40930  -0.47300  -3.53257
C  -6.65554  -0.85677  -4.05499
N  -7.19365  -2.05193  -3.84803
C  -6.49781  -2.93785  -3.12931
C  -3.40433  -0.97798  -2.10039
C  -2.30861  -1.04153  -1.53519
C  -1.24976  -1.76034  -0.87805
C  -1.49089  -2.36444  0.36267
C  -0.41636  -2.90337  1.02663
C  0.80137  -2.72231  0.43352
C  1.04630  -2.52748  -0.94033
C  -0.05453  -1.94440  -1.63237
Ru  0.57887  -0.33947  -0.13553
P  0.78747  -0.05330  2.32973
H  -5.02151  0.51929  -3.73268
H  -4.73044  -3.38978  -1.98200
H  -7.22936  -0.15316  -4.65401
H  -6.95738  -3.90527  -2.97911
H  -0.03548  -1.90635  -2.72433
H  -2.49285  -2.46192  0.74969
H  1.97527  -2.76873  -1.45190
H  -0.51210  -3.44866  1.95372
C  2.22348  0.69625  3.25986
C  1.94654  2.03437  3.92773
H  3.04749  0.73338  2.54393
H  2.51464  -0.03569  4.02055
H  2.76585  2.27598  4.61732
H  1.87621  2.88149  3.22785
H  1.05769  2.02668  4.57559
C  -0.47551  1.23256  2.06211
C  -1.88564  0.73094  2.23188
H  -0.33481  1.44939  0.97169
H  -0.22060  2.13914  2.61755
H  -2.57105  1.51319  1.91214
H  -2.10487  -0.12046  1.57856
H  -2.12743  0.49019  3.27214
C  0.13417  -1.13042  3.70549
C  -0.07891  -0.56539  5.10318
H  0.79767  -1.99377  3.79019
H  -0.79578  -1.55112  3.32798
H  -0.56231  -1.33272  5.71543
H  0.84617  -0.35025  5.64694
H  -0.75794  0.29237  5.11721
Br  3.84904  -0.67448  0.12268
P  1.98972  1.85339  -1.87556
C  2.20183  2.42955  -0.21088
C  2.80754  3.81344  0.00006
H  2.85693  1.63067  0.18711
H  1.20607  2.40739  0.25381
H  2.64219  4.16480  1.02573
H  3.89102  3.82108  -0.15676
H  2.37639  4.57532  -0.65235
C  3.36489  0.94614  -2.56846
C  4.42034  1.53582  -3.48507
H  2.97330  -0.00439  -2.96458
H  3.93730  0.75915  -1.65370
H  5.30037  0.87099  -3.48488
H  4.12228  1.66712  -4.51200
H  4.79775  2.47419  -3.09044
C  0.48836  1.07926  -2.37327
C  -0.41343  1.96490  -3.23088
H  -0.05608  0.79174  -1.41553
H  0.79845  0.20457  -2.93348
H  -1.29089  1.43292  -3.57282
H  -0.77772  2.83146  -2.66533
H  0.09685  2.33828  -4.12186
N  2.17767  -2.35833  1.87035
H  1.92639  -3.28982  2.02305
H  2.43954  -2.00476  2.79658
H  2.98568  -2.19952  1.23187

Here are the Mulliken charges for atoms 1 to 5, given in e: number 1, C, carries -0.10; number 2, C, carries 0.37; number 3, C, carries -0.21; number 4, C, carries -0.28; number 5, N, carries -0.38



2.
Below is a structure of composition C45H42IrN4, with properties calculated with ωB97M-V/def2-TZVPD.

Properties
total charge = +1
orbital gap = 7.1 eV
highest occupied orbital energy = -10.140 eV
molar mass = 831.08 g mol⁻¹
energy relative to the best compared isomer or geometry (same formula, charge and spin) = 0.0 kcal per mole
electronic energy = -56145.43391 eV
LUMO energy = -3.1 eV

Positions of all 92 atoms, in Å:
Ir  0.13167  0.05454  0.27989
C  -0.23021  4.28063  -0.70507
C  -1.58894  4.38109  -0.98930
C  -2.37183  3.24405  -0.94774
C  -1.79611  2.01545  -0.61227
C  -0.42914  1.89522  -0.29900
C  0.33761  3.06173  -0.36763
C  -2.54053  0.75572  -0.63093
C  -3.93955  0.68460  -0.84567
C  -4.55604  -0.52181  -0.89748
C  -3.78305  -1.70520  -0.82061
C  -4.35448  -2.98795  -0.96816
C  -3.56791  -4.10458  -0.97591
C  -2.17103  -3.96903  -0.86201
C  -1.59598  -2.73879  -0.69418
C  -2.39127  -1.57717  -0.63413
N  -1.80657  -0.34237  -0.45562
H  0.39155  5.16650  -0.75222
H  -2.02578  5.33429  -1.25388
H  -3.42270  3.32044  -1.19486
H  1.40043  3.02755  -0.16437
H  -4.50503  1.59836  -0.94342
H  -5.62854  -0.59528  -1.02978
H  -5.42734  -3.06410  -1.09443
H  -4.00825  -5.08458  -1.09802
H  -1.54197  -4.84766  -0.92567
H  -0.52561  -2.63126  -0.65872
C  1.88043  -3.89894  1.50600
C  1.55218  -2.74844  0.78131
N  0.68064  -1.85452  1.20601
C  0.11068  -2.04364  2.42220
C  0.36436  -3.17101  3.20992
C  1.27400  -4.12079  2.71440
C  -0.28371  -3.30393  4.48439
C  -1.10668  -2.34117  4.94685
C  -1.34518  -1.14887  4.18287
C  -2.14992  -0.09236  4.64315
C  -2.30174  1.02520  3.86562
C  -1.64565  1.09416  2.63130
N  -0.88699  0.11339  2.17653
C  -0.74155  -1.00445  2.93018
H  2.60076  -4.59413  1.09904
H  2.01218  -2.55870  -0.18057
H  1.49620  -5.00593  3.29701
H  -0.08892  -4.19419  5.06842
H  -1.58991  -2.44078  5.91018
H  -2.63400  -0.17078  5.60854
H  -2.90819  1.85926  4.18840
H  -1.72422  1.97016  1.99981
C  4.16965  2.42612  -3.56713
C  3.19186  1.66015  -2.73191
C  1.95003  1.26780  -3.37820
C  1.05947  0.46517  -2.77370
C  -0.19181  -0.01188  -3.43591
C  1.35250  -0.03287  -1.41086
C  2.44339  0.68301  -0.68502
C  3.46271  1.37431  -1.43273
N  2.12678  0.62998  0.57954
C  2.87276  1.05123  1.77974
C  3.23153  -0.21230  2.58160
C  3.93531  0.15701  3.89033
C  5.21943  0.92839  3.58053
C  4.86867  2.19772  2.80171
C  3.94638  3.07955  3.64485
C  2.66292  2.30821  3.95570
C  3.00081  1.03165  4.73140
C  1.96467  1.93506  2.64579
C  4.16960  1.81570  1.49018
H  3.69410  3.30142  -4.01275
H  4.50517  1.79636  -4.39555
H  5.04173  2.74131  -2.99856
H  1.77824  1.61781  -4.38997
H  -0.19758  0.21212  -4.50150
H  -1.05851  0.46606  -2.97383
H  -0.31371  -1.08993  -3.29946
H  1.65467  -1.08574  -1.52589
H  4.36786  1.75068  -0.98886
H  3.86882  -0.85755  1.96745
H  2.31623  -0.76435  2.80611
H  4.17570  -0.75912  4.43613
H  5.90184  0.30394  2.99595
H  5.73513  1.18943  4.50848
H  5.78262  2.74495  2.55961
H  3.70851  4.00132  3.10546
H  4.44908  3.36762  4.57192
H  1.99047  2.93306  4.54908
H  2.08152  0.48238  4.96630
H  3.47864  1.28421  5.68182
H  1.68467  2.83395  2.09118
H  1.04727  1.38828  2.86315
H  4.84489  1.18916  0.90264
H  3.94850  2.71770  0.91241

Here are the Mulliken charges for atoms 1 to 5, given in e: number 1, Ir, carries 1.79; number 2, C, carries -1.09; number 3, C, carries -1.07; number 4, C, carries -0.54; number 5, C, carries 1.10



3.
Below is a cluster of 2 separate species, C6H16N3S in total, with properties calculated with ωB97M-V/def2-TZVPD.

Properties
total charge = +1
orbital gap = 9.7 eV
highest occupied orbital energy = -12.701 eV
molar mass = 162.28 g mol⁻¹
energy relative to the best compared isomer or geometry (same formula, charge and spin) = 0.0 kcal per mole
electronic energy = -21781.32996 eV
LUMO energy = -3.0 eV

Positions of all 26 atoms, in Å:
C  -0.25474  -0.90668  -0.08836
C  -3.78308  -1.86782  0.45310
C  2.20791  0.74035  1.07571
C  2.84607  -1.17575  -0.46281
C  -2.58941  -1.01548  0.39909
C  2.09959  -0.75745  0.80317
N  -0.03277  -0.22805  -1.20875
N  0.69374  -1.18282  0.79470
N  -1.45252  -1.48212  0.10546
S  -1.24382  3.35895  0.04716
H  -4.47714  -1.54974  -0.32613
H  -3.53159  -2.91399  0.30891
H  -4.30131  -1.72821  1.40128
H  1.72570  1.32974  0.30039
H  1.75047  0.98545  2.03114
H  3.25571  1.02215  1.11816
H  3.91021  -1.22675  -0.24418
H  2.72770  -0.46368  -1.27689
H  2.52523  -2.15911  -0.79582
H  -2.72429  0.04346  0.63948
H  -0.27257  4.05075  0.62935
H  2.54066  -1.29516  1.64742
H  0.89727  0.04821  -1.47645
H  -0.78613  -0.06879  -1.85659
H  0.38100  -1.70247  1.60232
H  -1.89360  4.44481  -0.33933

Here are the Mulliken charges for atoms 1 to 5, given in e: number 1, C, carries 0.54; number 2, C, carries -1.11; number 3, C, carries -1.14; number 4, C, carries -1.43; number 5, C, carries 0.26



4.
Below is an isolated molecule of C5H4 in a non-equilibrium geometry, with properties calculated with ωB97M-V/def2-TZVPD.

Properties
orbital gap = 10.6 eV
highest occupied orbital energy = -9.852 eV
molar mass = 64.09 g mol⁻¹
SMILES string = C1[C@]23[C@H]4[C@@H]2[C@@]143
energy relative to the best compared isomer or geometry (same formula, charge and spin) = 73.7 kcal per mole
electronic energy = -5242.99950 eV
LUMO energy = 0.8 eV

Positions of all 9 atoms, in Å:
C  1.05608  -0.69318  0.09673
C  0.46523  0.57952  -0.50205
C  -0.50871  1.00677  0.58444
C  -1.00485  0.12474  -0.52515
C  -0.34005  -0.45974  0.59052
H  1.84516  -0.87702  0.83516
H  1.10533  -1.44319  -0.81796
H  -0.87073  1.98676  0.93778
H  -1.74748  -0.22467  -1.19949

Here are the Mulliken charges for atoms 1 to 5, given in e: number 1, C, carries -0.28; number 2, C, carries -0.30; number 3, C, carries -0.13; number 4, C, carries -0.38; number 5, C, carries -0.23



5.
Below is a structure of composition C36H28F6OP3SSc, with properties calculated with ωB97M-V/def2-TZVPD.

Properties
total charge = +3
orbital gap (alpha / beta) = 7.3 / 5.2 eV
highest occupied orbital energy (alpha / beta) = -16.219 / -16.218 eV
molar mass = 760.55 g mol⁻¹
multiplicity = 2
energy relative to the best compared isomer or geometry (same formula, charge and spin) = 0.0 kcal per mole
electronic energy = -115522.68983 eV
LUMO energy (alpha / beta) = -8.9 / -11.0 eV

Positions of all 76 atoms, in Å:
Sc  -0.05549  -0.48346  1.72040
O  0.31087  -0.66765  -0.20744
S  -0.48807  -0.29440  -1.48104
C  0.32851  -1.22313  -2.76916
C  1.18543  -0.63304  -3.67657
C  1.70371  -1.38253  -4.73159
C  1.35381  -2.71074  -4.87780
C  0.52418  -3.32026  -3.93845
C  0.00422  -2.59676  -2.87028
P  -0.78952  -3.60308  -1.59209
C  0.21437  -3.50615  -0.10584
C  1.59621  -3.47101  -0.32368
C  2.47143  -3.19165  0.71175
C  1.97602  -2.96756  1.99108
C  0.60083  -3.06916  2.23232
C  -0.29015  -3.34472  1.18938
C  -2.52345  -3.48099  -1.43138
C  -3.25897  -2.78139  -2.40963
C  -4.63416  -2.76772  -2.34072
C  -5.28748  -3.46353  -1.32287
C  -4.56598  -4.18573  -0.37041
C  -3.19073  -4.21226  -0.42533
C  -0.07267  1.41042  -1.77965
C  -0.45903  1.88423  -3.02927
C  -0.22549  3.20582  -3.36562
C  0.38136  4.04772  -2.44480
C  0.69810  3.57869  -1.17990
C  0.46699  2.25195  -0.80047
P  0.71992  1.92741  0.99445
C  0.01033  3.35701  1.81663
C  0.78926  4.25339  2.54432
C  0.18172  5.33990  3.15810
C  -1.18749  5.52978  3.04131
C  -1.96311  4.63437  2.31149
C  -1.36844  3.54460  1.70201
C  2.49004  1.82858  1.29673
C  3.45595  2.05052  0.31990
C  4.79906  1.91766  0.64457
C  5.17737  1.55696  1.93131
C  4.21555  1.32421  2.90758
C  2.87240  1.45445  2.59227
H  1.44088  0.41472  -3.59169
H  2.37051  -0.91081  -5.44116
H  1.73586  -3.29159  -5.70680
H  0.29799  -4.37556  -4.03691
H  1.99524  -3.63409  -1.31818
H  3.53661  -3.16217  0.52453
H  2.65337  -2.76992  2.81260
H  0.23391  -3.00428  3.25012
H  -1.34987  -3.40371  1.39949
H  -2.74760  -2.26154  -3.21150
H  -5.20839  -2.22897  -3.08257
H  -6.36932  -3.45950  -1.28216
H  -5.08780  -4.74393  0.39494
H  -2.63469  -4.81821  0.28077
H  -0.92566  1.22064  -3.75030
H  -0.51903  3.57322  -4.34004
H  0.57791  5.08155  -2.69722
H  1.10607  4.27021  -0.45127
H  1.86040  4.11676  2.63153
H  0.78178  6.04025  3.72391
H  -1.65585  6.37956  3.52029
H  -3.03070  4.78811  2.22201
H  -1.97744  2.85016  1.13320
H  3.16856  2.34146  -0.68316
H  5.55405  2.10760  -0.10693
H  6.22680  1.46612  2.17844
H  4.51351  1.06127  3.91408
H  2.12605  1.32804  3.37394
F  -2.00315  -0.53222  1.50843
P  -2.56545  -0.39007  3.40870
F  -0.88940  0.24395  3.44893
F  -2.96669  1.04105  2.97994
F  -2.72107  -0.23928  4.91585
F  -3.89275  -1.04431  2.99777
F  -1.80206  -1.79526  3.44881

Here are the Mulliken charges for atoms 1 to 5, given in e: number 1, Sc, carries 0.90; number 2, O, carries 0.29; number 3, S, carries 0.85; number 4, C, carries 1.39; number 5, C, carries -0.65



6.
Below is a cluster of 10 separate species, H20O10 in total in a non-equilibrium geometry, with properties calculated with ωB97M-V/def2-TZVPD.

Properties
orbital gap = 9.1 eV
highest occupied orbital energy = -9.406 eV
molar mass = 180.15 g mol⁻¹
SMILES string = O.O.O.O.O.O.O.O.O.O
energy relative to the best compared isomer or geometry (same formula, charge and spin) = 179.6 kcal per mole
electronic energy = -20794.82466 eV
LUMO energy = -0.3 eV

Positions of all 30 atoms, in Å:
O  1.44128  0.29956  1.09280
H  0.93407  0.33261  0.19003
H  0.66617  0.10308  1.61938
O  -2.34254  0.45291  3.98717
H  -2.42120  1.07852  4.66331
H  -2.44203  -0.43733  4.39516
O  -3.74182  -0.02386  2.88302
H  -4.39243  -0.10483  2.20622
H  -2.79385  -0.00023  2.49931
O  2.47844  -0.89707  -0.71251
H  2.93286  -1.00931  0.14217
H  2.69063  -0.01030  -0.81550
O  0.25661  2.47460  -1.66674
H  1.00914  2.82926  -2.15747
H  0.27161  1.49803  -2.01815
O  -1.31714  -1.74269  2.71085
H  -1.70454  -2.38719  2.12312
H  -0.47969  -1.58053  2.24516
O  -0.87012  -1.08520  -2.38330
H  -0.94360  -0.13091  -2.41062
H  -0.71867  -1.39003  -1.40285
O  3.24316  2.78003  -3.67004
H  2.66823  2.28580  -3.08709
H  4.08339  2.87773  -3.08494
O  -0.97448  0.59000  0.00207
H  -0.90502  0.92730  0.94412
H  -0.61489  -0.22896  0.01671
O  1.25578  -2.74326  -2.49175
H  0.64019  -2.21642  -3.03385
H  2.09045  -2.54130  -2.78577

Here are the Mulliken charges for atoms 1 to 5, given in e: number 1, O, carries -0.68; number 2, H, carries 0.64; number 3, H, carries 0.16; number 4, O, carries -0.61; number 5, H, carries 0.26